Entry 1:
Formula: C21H43N2P3SZr
Source: OMol25
Level of theory: ωB97M-V with the def2-TZVPD basis set

Values from the calculation:
Frontier orbital gap, eV: 6.4
Energy relative to the best compared isomer or geometry (same formula, charge and spin), kcal per mole: 16.5
LUMO energy, eV: -14.43

Geometry as ORCA input:
```
! RIJCOSX wB97M-V def2-TZVPD def2/J DEFGRID3
* xyz 4 1
Zr 0.223 0.341 0.186
P -0.525 0.526 -2.424
P -0.953 -2.231 0.152
P 2.244 -1.368 -0.687
H 2.730 2.357 -0.013
C 1.717 1.932 0.077
C 0.705 2.841 -0.541
H 0.451 2.684 -1.592
C -1.787 1.800 -2.809
C -1.258 -0.892 -3.317
C 0.820 1.013 -3.585
C -0.716 -3.153 1.721
C -2.786 -2.161 0.069
C -0.669 -3.595 -1.045
C 3.874 -0.501 -0.779
C 2.274 -2.195 -2.319
C 2.679 -2.737 0.458
H 1.909 0.976 -0.591
H -0.149 3.136 0.070
H -1.501 2.790 -2.438
H -2.744 1.521 -2.349
H -1.917 1.854 -3.899
H -2.031 -1.373 -2.704
H -0.491 -1.632 -3.573
H -1.723 -0.523 -4.241
H 1.554 1.671 -3.105
H 0.378 1.548 -4.437
H 1.347 0.126 -3.958
H -0.540 -4.215 1.502
H -1.617 -3.063 2.340
H 0.142 -2.759 2.280
H -3.165 -3.037 -0.477
H -3.114 -1.251 -0.447
H -3.207 -2.159 1.080
H -1.417 -4.374 -0.842
H 0.330 -4.030 -0.936
H -0.801 -3.248 -2.076
H 4.672 -1.254 -0.824
H 4.050 0.149 0.087
H 3.916 0.123 -1.681
H 3.104 -2.916 -2.339
H 2.433 -1.459 -3.117
H 1.342 -2.733 -2.518
H 3.679 -3.106 0.194
H 1.964 -3.566 0.401
H 2.699 -2.377 1.494
C 1.464 1.647 1.562
C 1.832 0.354 2.030
C 1.303 -0.061 3.281
C 0.593 0.844 4.056
C 0.355 2.156 3.628
C 0.807 2.583 2.392
S 1.622 5.013 -0.930
H 2.757 4.459 -1.094
H 2.726 -0.127 1.616
H 1.522 -1.067 3.641
H 0.213 0.535 5.032
H -0.180 2.847 4.283
H 0.700 3.614 2.039
C -2.808 2.828 0.505
C -2.654 1.687 1.429
N -1.695 0.748 1.494
C -1.993 -0.042 2.617
C -3.151 0.395 3.172
N -3.553 1.479 2.408
H -3.780 3.303 0.707
H -2.019 3.576 0.673
H -2.790 2.487 -0.539
H -1.337 -0.830 2.957
H -3.688 0.042 4.036
H -4.374 2.051 2.560
*
```



Entry 2:
Formula: C21H43N3O3PRhS3
Source: OMol25
Level of theory: ωB97M-V with the def2-TZVPD basis set

Values from the calculation:
Frontier orbital gap (alpha / beta), eV: 6.8 / 6.8
Energy relative to the best compared isomer or geometry (same formula, charge and spin), kcal per mole: 0.0
LUMO energy (alpha / beta), eV: -0.13 / -0.13

Geometry as ORCA input:
```
! RIJCOSX wB97M-V def2-TZVPD def2/J DEFGRID3
* xyz 0 1
Rh -1.157 2.235 -0.108
C 2.303 1.560 3.923
N 0.936 1.845 3.530
C -0.064 1.640 4.568
C 0.556 2.243 2.308
O -0.630 2.455 2.050
C 1.664 2.453 1.273
O 1.115 2.953 0.073
C 1.767 2.526 -1.100
C 0.758 2.303 -2.226
O -0.460 2.475 -2.083
N 1.258 1.949 -3.416
C 0.355 1.606 -4.508
C 2.668 1.683 -3.646
H 2.351 0.559 4.357
H 2.983 1.589 3.079
H 2.644 2.277 4.673
H -0.162 0.575 4.789
H 0.245 2.163 5.474
H -1.019 2.026 4.230
H 2.402 3.162 1.662
H 2.143 1.488 1.104
H 2.494 3.286 -1.405
H 2.290 1.579 -0.941
H -0.660 1.871 -4.235
H 0.648 2.152 -5.405
H 0.407 0.534 -4.711
H 3.303 2.322 -3.040
H 2.913 0.638 -3.441
H 2.891 1.892 -4.691
S -4.803 4.921 -0.630
C -3.482 4.001 -0.420
S -3.388 2.265 -0.530
S -1.854 4.457 -0.067
C 2.304 -1.317 -0.025
C 1.064 -1.990 -0.634
C 1.156 -3.493 -0.353
C 1.185 -1.759 -2.149
P -0.487 -1.057 -0.026
N -0.135 0.454 -0.071
C -1.946 -1.547 -1.155
C -3.281 -1.192 -0.485
C -1.873 -0.666 -2.412
C -2.032 -3.018 -1.584
C -0.842 -1.657 1.754
C 0.489 -1.597 2.518
C -1.756 -0.629 2.446
C -1.428 -3.062 1.946
H 3.186 -1.597 -0.609
H 2.487 -1.613 1.006
H 2.184 -0.236 -0.058
H 2.055 -3.883 -0.843
H 0.308 -4.054 -0.734
H 1.258 -3.704 0.710
H 2.178 -2.081 -2.477
H 1.065 -0.698 -2.383
H 0.458 -2.324 -2.725
H -3.282 -0.186 -0.070
H -3.556 -1.894 0.296
H -4.067 -1.232 -1.245
H -1.753 0.385 -2.152
H -2.809 -0.773 -2.967
H -1.062 -0.952 -3.078
H -2.079 -3.701 -0.738
H -1.212 -3.327 -2.227
H -2.955 -3.150 -2.158
H 0.994 -0.643 2.353
H 1.164 -2.407 2.244
H 0.283 -1.700 3.588
H -1.468 0.394 2.199
H -1.663 -0.755 3.530
H -2.803 -0.758 2.202
H -0.805 -3.846 1.525
H -2.426 -3.162 1.528
H -1.514 -3.256 3.021
*
```



Entry 3:
Formula: C21H43O13P
Source: OMol25
Level of theory: ωB97M-V with the def2-TZVPD basis set

Values from the calculation:
Frontier orbital gap, eV: 7.9
LUMO energy, eV: -1.00

Geometry as ORCA input:
```
! RIJCOSX wB97M-V def2-TZVPD def2/J DEFGRID3
* xyz 0 1
C 7.143 2.184 -0.473
C 6.194 0.933 -0.363
O 6.223 0.271 -1.630
C 4.937 -0.042 -2.123
C 4.083 1.202 -2.493
O 2.964 0.767 -3.255
C 1.813 1.570 -2.954
C 1.128 1.046 -1.697
C 0.667 1.775 -0.661
P 0.630 3.588 -0.308
O 1.186 3.821 1.249
O 1.631 4.421 -1.348
C 0.073 0.778 0.362
O -0.492 1.171 1.303
O 0.365 -0.509 -0.019
C 0.776 -0.403 -1.350
O 0.799 -1.293 -2.084
H 7.346 2.338 -1.550
H 6.672 3.092 -0.063
H 8.112 1.945 -0.005
H 6.627 0.264 0.410
H 5.182 1.212 -0.022
H 4.342 -0.683 -1.439
H 5.091 -0.618 -3.056
H 4.730 1.898 -3.077
H 3.796 1.764 -1.577
H 2.166 2.608 -2.877
H 1.122 1.436 -3.809
H 1.292 4.775 1.391
H 2.518 4.027 -1.432
C -1.893 -1.193 2.574
O -2.338 -2.507 2.872
C -3.465 -2.523 3.738
C -4.743 -2.818 2.978
O -5.091 -1.744 2.111
C -4.791 -2.018 0.754
H -1.141 -1.259 1.793
H -2.712 -0.561 2.219
H -1.437 -0.740 3.460
H -3.551 -1.579 4.285
H -3.297 -3.321 4.468
H -5.562 -2.928 3.695
H -4.654 -3.757 2.421
H -5.474 -2.781 0.364
H -3.757 -2.351 0.630
H -4.933 -1.099 0.186
C 6.269 3.079 -6.007
O 5.817 1.736 -6.002
C 4.526 1.588 -6.582
C 4.612 1.012 -7.982
O 5.203 1.934 -8.888
C 6.549 1.612 -9.196
H 7.314 3.085 -5.696
H 6.196 3.524 -7.002
H 5.690 3.676 -5.293
H 3.989 2.542 -6.589
H 3.969 0.893 -5.946
H 3.597 0.814 -8.343
H 5.158 0.063 -7.975
H 6.587 0.712 -9.819
H 7.143 1.460 -8.292
H 6.973 2.442 -9.759
C -7.449 -1.068 6.211
O -6.879 -2.337 6.482
C -6.849 -2.640 7.871
C -7.939 -3.624 8.246
O -9.229 -3.038 8.132
C -9.920 -3.461 6.968
H -7.581 -0.978 5.133
H -8.423 -0.954 6.694
H -6.776 -0.272 6.547
H -6.928 -1.727 8.471
H -5.876 -3.095 8.079
H -7.810 -3.910 9.295
H -7.865 -4.531 7.639
H -10.217 -4.510 7.065
H -9.310 -3.332 6.070
H -10.818 -2.852 6.870
*
```



Entry 4:
Formula: C21H44BClN5O7S2
Source: OMol25
Level of theory: ωB97M-V with the def2-TZVPD basis set

Values from the calculation:
Frontier orbital gap, eV: 7.6
LUMO energy, eV: -3.06

Geometry as ORCA input:
```
! RIJCOSX wB97M-V def2-TZVPD def2/J DEFGRID3
* xyz 1 1
C 1.917 -0.571 3.509
C 0.374 -0.570 3.739
C -0.564 -0.691 2.516
C -0.325 0.084 1.187
C 0.755 -0.695 0.370
C 1.046 -0.199 -1.075
N -0.121 -0.012 -1.968
O -1.596 0.129 0.504
C -2.116 -1.109 0.099
B -3.551 -0.778 -0.610
N -3.807 -0.918 -2.043
O -4.589 -0.374 0.287
C 0.025 1.635 1.328
C -0.606 2.332 2.548
C -2.110 2.094 2.855
C -3.004 3.373 2.606
Cl -2.269 1.747 4.660
O -0.405 2.166 0.031
N -1.217 3.252 0.130
O -2.084 3.185 -0.670
O 1.438 1.669 1.310
C 2.088 2.890 1.525
S 2.522 3.276 3.320
S 3.787 2.654 0.744
O 1.480 4.043 1.076
C 1.675 4.332 -0.300
C 2.747 5.468 -0.562
C 2.178 6.521 -1.556
O 3.237 6.023 0.646
H 2.361 0.382 3.188
H 2.196 -1.418 2.844
H 2.389 -0.818 4.486
H 0.185 -1.481 4.354
H 0.138 0.249 4.452
H -1.603 -0.479 2.854
H -0.597 -1.773 2.255
H 1.740 -0.716 0.879
H 0.475 -1.771 0.299
H 1.605 0.762 -1.010
H 1.775 -0.910 -1.531
H 0.147 -0.392 -2.871
H -0.211 0.984 -2.142
H -1.528 -1.654 -0.678
H -2.358 -1.847 0.896
H -4.051 -0.014 -2.433
H -3.044 -1.357 -2.538
H -5.239 -1.075 0.338
H -0.453 3.430 2.527
H -0.021 2.026 3.435
H -2.611 1.262 2.343
H -2.403 4.279 2.798
H -3.854 3.306 3.304
H -3.360 3.368 1.558
H 1.962 2.299 4.094
H 4.477 2.040 1.748
H 1.827 3.451 -0.956
H 0.715 4.778 -0.653
H 3.604 4.960 -1.062
H 1.218 6.878 -1.127
H 2.891 7.345 -1.713
H 1.940 5.995 -2.503
H 4.190 6.014 0.605
C 1.117 -7.497 -1.821
C 0.641 -6.178 -1.237
N -0.121 -5.401 -2.222
C -1.481 -5.469 -2.428
C -1.772 -4.595 -3.425
N -0.583 -4.014 -3.804
C 0.404 -4.515 -3.064
C -0.409 -3.005 -4.849
H 1.757 -7.329 -2.690
H 1.684 -8.059 -1.080
H 0.273 -8.108 -2.144
H 1.488 -5.574 -0.911
H 0.004 -6.349 -0.370
H -2.077 -6.138 -1.834
H -2.686 -4.313 -3.917
H 1.446 -4.249 -3.135
H 0.265 -3.389 -5.612
H 0.011 -2.106 -4.403
H -1.369 -2.770 -5.301
*
```



Entry 5:
Formula: C21H44Br8ClNO4PSi
Source: OMol25
Level of theory: ωB97M-V with the def2-TZVPD basis set

Values from the calculation:
Frontier orbital gap, eV: 9.0
LUMO energy, eV: -2.59

Geometry as ORCA input:
```
! RIJCOSX wB97M-V def2-TZVPD def2/J DEFGRID3
* xyz 1 1
C 4.558 3.428 1.156
C 4.831 1.843 1.039
O 5.988 1.428 0.926
O 3.684 0.987 1.025
C 3.528 0.315 -0.251
C 2.106 0.776 -0.901
C 2.366 2.343 -1.135
N 1.832 0.311 -2.327
C 0.370 0.559 -2.686
C -0.295 0.420 -1.193
C -1.663 1.219 -1.005
C -1.623 2.463 -0.012
O -0.394 3.218 -0.002
Si -0.564 4.814 -0.649
C 1.166 5.659 -0.398
C -1.825 5.919 0.261
C -0.813 4.682 -2.541
C 0.797 0.347 -0.015
P 0.970 -1.272 0.998
O 1.365 -0.763 2.610
Cl -0.889 -2.257 1.204
H 3.631 3.654 1.790
H 4.390 3.891 0.117
H 5.460 3.981 1.592
H 4.361 0.723 -0.932
H 3.651 -0.813 -0.209
H 3.436 2.587 -1.433
H 2.152 2.868 -0.133
H 1.666 2.832 -1.890
H 2.248 -0.598 -2.614
H 2.315 0.977 -2.967
H -0.003 -0.350 -3.282
H 0.177 1.542 -3.243
H -0.661 -0.675 -1.245
H -2.427 0.470 -0.575
H -2.077 1.489 -2.044
H -2.455 3.189 -0.358
H -1.966 2.109 1.027
H 1.137 6.749 -0.714
H 1.451 5.542 0.712
H 1.993 5.089 -0.965
H -2.849 5.447 0.394
H -1.338 6.216 1.260
H -1.899 6.895 -0.343
H -1.211 5.662 -2.955
H -1.489 3.786 -2.738
H 0.224 4.466 -2.993
H 0.802 1.134 0.814
H 1.160 0.192 2.721
Br 4.111 -3.374 -4.969
C 2.416 -4.335 -4.950
C 1.277 -3.424 -4.566
Br 1.264 -3.083 -2.645
H 2.537 -5.182 -4.274
H 2.285 -4.704 -5.968
H 0.317 -3.897 -4.777
H 1.315 -2.455 -5.062
Br -4.025 -4.593 1.846
C -4.591 -2.856 2.526
C -5.932 -2.457 1.961
Br -5.766 -1.833 0.122
H -3.797 -2.148 2.290
H -4.652 -2.981 3.608
H -6.344 -1.611 2.512
H -6.657 -3.270 1.957
Br -1.449 0.647 4.132
C -1.026 -0.648 5.527
C -0.865 0.024 6.867
Br 0.855 0.931 6.999
H -0.135 -1.184 5.202
H -1.873 -1.336 5.541
H -0.859 -0.715 7.669
H -1.634 0.769 7.071
Br -0.451 -6.534 -1.803
C -1.536 -7.011 -0.255
C -1.960 -8.457 -0.309
Br -3.414 -8.721 -1.579
H -2.375 -6.316 -0.229
H -0.893 -6.831 0.608
H -2.363 -8.775 0.654
H -1.156 -9.132 -0.602
*
```



Entry 6:
Formula: C21H44CdN2O5S
Source: OMol25
Level of theory: ωB97M-V with the def2-TZVPD basis set

Values from the calculation:
Frontier orbital gap, eV: 7.4
Energy relative to the best compared isomer or geometry (same formula, charge and spin), kcal per mole: 0.0
LUMO energy, eV: 0.57

Geometry as ORCA input:
```
! RIJCOSX wB97M-V def2-TZVPD def2/J DEFGRID3
* xyz 0 1
Cd -0.032 -0.109 0.544
C -0.075 -2.737 -2.032
C 1.294 -2.660 -1.589
C 1.302 -2.528 -0.225
C -0.088 -2.401 0.251
C -0.906 -2.644 -0.945
C -2.384 -2.895 -0.968
C -0.450 -3.086 1.567
C 2.451 -2.819 0.695
C 2.487 -2.710 -2.494
C -0.495 -2.910 -3.461
H -2.999 -2.003 -1.128
H -2.732 -3.352 -0.039
H -2.640 -3.582 -1.776
H -0.320 -2.465 2.451
H 0.176 -3.971 1.707
H -1.485 -3.432 1.555
H 2.523 -2.141 1.541
H 3.406 -2.810 0.169
H 2.336 -3.829 1.107
H 2.669 -1.744 -2.976
H 2.364 -3.447 -3.290
H 3.393 -2.977 -1.951
H -1.384 -3.537 -3.545
H 0.292 -3.382 -4.049
H -0.728 -1.960 -3.955
C 3.218 0.283 -0.472
O 2.004 0.718 -1.085
C 2.114 2.044 -1.582
C 2.112 3.136 -0.536
O 0.796 3.355 -0.083
C 0.754 4.315 0.944
H 4.075 0.605 -1.073
H 3.187 -0.800 -0.447
H 3.314 0.657 0.547
H 1.284 2.191 -2.269
H 3.045 2.122 -2.159
H 2.506 4.059 -0.988
H 2.763 2.867 0.304
H 1.179 5.270 0.607
H 1.299 3.967 1.827
H -0.291 4.471 1.210
C -1.520 2.583 -1.893
N -1.489 1.178 -1.482
C -1.233 0.360 -2.669
C -2.798 0.837 -0.921
C -3.005 1.407 0.468
N -2.162 0.768 1.478
C -2.079 1.634 2.656
C -2.740 -0.520 1.887
H -2.332 2.743 -2.618
H -0.581 2.863 -2.356
H -1.668 3.242 -1.043
H -1.974 0.557 -3.459
H -1.257 -0.694 -2.404
H -0.241 0.584 -3.062
H -2.903 -0.247 -0.899
H -3.597 1.218 -1.578
H -4.064 1.301 0.748
H -2.789 2.476 0.462
H -3.078 1.799 3.083
H -1.657 2.598 2.372
H -1.442 1.172 3.403
H -3.763 -0.383 2.265
H -2.124 -0.951 2.672
H -2.765 -1.218 1.051
C 1.569 1.459 4.496
S 1.439 0.450 3.047
O 1.264 1.380 1.894
O 2.653 -0.324 2.965
O 0.210 -0.340 3.186
H 2.598 1.798 4.584
H 1.300 0.842 5.349
H 0.891 2.304 4.407
*
```



Number 1: molar mass 539.80 g mol⁻¹. Number 2: molar mass 615.67 g mol⁻¹. Number 3: molar mass 534.54 g mol⁻¹. Number 4: molar mass 589.01 g mol⁻¹. Number 5: molar mass 1108.33 g mol⁻¹. Number 6: molar mass 549.07 g mol⁻¹.